A structure of composition C2H4O3S in a non-equilibrium geometry, computed with the ωB97M-V functional and the def2-TZVPD basis.

```
10
C2H4O3S | the OMol25 dataset | the ωB97M-V functional and the def2-TZVPD basis
C -0.2178 -0.0268 -0.0689
C -1.6971 -0.0930 -0.1673
O 2.7308 -0.8824 0.8675
O 2.0651 1.3439 0.1894
O 0.5362 -0.5419 -0.8610
S 2.5996 0.0603 -0.2141
H 0.1790 0.5325 0.7928
H -2.0070 -0.2102 -1.2045
H -2.1520 0.7864 0.2797
H -2.0367 -0.9687 0.3865
```

The calculation puts the molar mass at 108.1 g/mol. As for the gap between HOMO and LUMO: 10.86 eV. The total charge is 0. Its relative energy (zero: lowest compared OMol25 entry of this formula, charge and spin) is 3.2 kcal per mole. The value obtained for the HOMO energy is -10.74 eV. As for the largest force on an atom: 0.02013 Eh/bohr. Its total energy is -702.48839 Ha.